Computed, not measured: a molecular structure, C26H18Cl5CoN5Te in a non-equilibrium geometry, with ωB97M-V with the def2-TZVPD basis set.

The charge is +1. The calculation puts the relative energy (zero: lowest compared OMol25 entry of this formula, charge and spin) at 0.700 eV. As for the frontier orbital gap (spin up / spin down): 6.381 / 6.141 eV.

Geometry as XYZ:
```
56
C26H18Cl5CoN5Te, DFT ωB97M-V with the def2-TZVPD basis set
Co 0.045 -0.157 -0.108
C -0.188 1.626 -3.881
C -0.165 2.999 -3.621
C -0.249 3.415 -2.321
C -0.356 2.479 -1.272
N -0.233 1.142 -1.529
C -0.198 0.760 -2.822
N -0.643 2.979 -0.052
C -0.888 2.287 1.000
N -0.880 0.903 1.106
C -1.080 0.599 2.439
N -1.020 -0.578 2.951
C -0.458 -1.662 2.381
C -0.541 -2.862 3.123
C 0.082 -4.001 2.693
C 0.803 -3.949 1.497
C 0.830 -2.772 0.797
N 0.213 -1.636 1.189
C -1.331 1.815 3.193
C -1.582 2.049 4.536
C -1.721 3.366 4.941
C -1.589 4.424 4.039
C -1.310 4.191 2.702
C -1.190 2.873 2.294
H -0.184 1.245 -4.892
H -0.097 3.711 -4.432
H -0.274 4.458 -2.043
H -0.155 -0.301 -3.000
H -1.095 -2.819 4.049
H 0.033 -4.917 3.266
H 1.338 -4.808 1.120
H 1.374 -2.720 -0.133
H -1.654 1.227 5.236
H -1.932 3.586 5.979
H -1.699 5.439 4.396
H -1.180 4.997 1.992
Cl 2.194 1.284 1.031
C 2.762 0.312 -0.287
C 1.819 -0.499 -0.912
C 2.304 -1.282 -1.958
Cl 1.259 -2.385 -2.787
C 3.645 -1.258 -2.350
Cl 4.193 -2.268 -3.626
C 4.546 -0.421 -1.699
Cl 6.191 -0.386 -2.167
C 4.100 0.380 -0.651
Cl 5.173 1.425 0.175
C -1.379 -3.941 -1.826
Te -1.974 -2.013 -1.096
C -2.832 -1.458 -2.980
H -1.005 -3.844 -2.840
H -2.264 -4.573 -1.810
H -0.614 -4.354 -1.175
H -3.647 -2.145 -3.192
H -2.080 -1.520 -3.763
H -3.215 -0.444 -2.900
```

***

Computed, not measured: 13 unconnected molecules or ions with the total composition C52H80O37 in a non-equilibrium geometry, with ωB97M-V with the def2-TZVPD basis set.

As for the expectation value of S²: 0.75. The charge is -1. As for the frontier orbital gap (spin up / spin down): 1.599 / 9.637 eV. Its spin multiplicity is 2.

Geometry as XYZ:
```
169
C52H80O37, DFT ωB97M-V with the def2-TZVPD basis set
C 0.059 -0.608 -0.145
C 0.948 0.448 -0.811
C 0.385 1.792 -0.351
O -0.904 1.508 0.109
C -1.063 0.173 0.542
H 0.462 -1.382 0.509
H -0.279 -1.206 -0.991
H 0.969 0.312 -1.892
H 1.985 0.227 -0.554
H 0.340 2.394 -1.258
H 1.020 2.273 0.394
H -2.036 -0.253 0.298
H -0.981 0.097 1.626
C -3.455 -2.684 -1.376
C -4.568 -2.980 -2.386
C -4.548 -2.122 -3.638
O -4.637 -3.074 -4.689
C -4.714 -4.316 -4.225
O -4.958 -5.365 -4.885
O -4.493 -4.292 -2.918
H -3.652 -1.851 -0.701
H -2.550 -2.403 -1.913
H -3.308 -3.588 -0.785
H -5.525 -2.956 -1.866
H -3.630 -1.536 -3.677
H -5.478 -1.555 -3.679
C 1.148 7.401 -3.751
C 1.100 5.925 -3.603
C 0.068 5.485 -2.560
O -0.795 4.665 -3.286
C -0.572 4.690 -4.593
O -1.275 4.190 -5.453
O 0.554 5.416 -4.852
H 1.623 7.770 -2.842
H 0.152 7.830 -3.859
H 1.724 7.774 -4.598
H 2.102 5.550 -3.392
H -0.516 6.300 -2.133
H 0.582 4.910 -1.790
C -2.399 4.578 0.555
C -3.770 3.831 0.616
C -4.522 3.891 1.987
O -5.823 4.350 1.701
C -5.896 4.704 0.398
O -6.936 5.172 -0.110
O -4.698 4.545 -0.184
H -2.589 5.619 0.815
H -1.771 4.332 -0.302
H -1.707 4.183 1.298
H -3.742 2.782 0.320
H -4.091 4.618 2.675
H -4.474 2.932 2.503
C 1.735 4.169 5.634
C 0.674 3.141 5.109
C 0.253 3.378 3.672
O 0.468 2.129 3.058
C 0.950 1.239 3.906
O 1.220 0.080 3.687
O 1.168 1.835 5.118
H 1.699 4.084 6.720
H 1.624 5.207 5.320
H 2.772 3.974 5.361
H -0.148 3.238 5.818
H 0.808 4.159 3.151
H -0.779 3.718 3.578
C -2.935 -1.163 7.318
C -3.564 -0.305 6.221
C -2.656 0.866 5.794
O -2.653 0.805 4.348
C -3.259 -0.309 3.996
O -3.211 -0.722 2.874
O -3.692 -1.031 5.067
H -3.604 -1.955 7.653
H -2.569 -0.539 8.133
H -2.132 -1.790 6.929
H -4.566 -0.023 6.544
H -1.647 0.710 6.177
H -3.034 1.771 6.270
C -0.822 -3.273 3.930
C -2.117 -3.845 3.447
C -2.370 -3.679 1.938
O -2.735 -4.957 1.502
C -2.434 -5.882 2.442
O -2.591 -7.079 2.341
O -2.106 -5.259 3.609
H -0.862 -3.436 5.007
H -0.797 -2.189 3.821
H 0.011 -3.775 3.438
H -2.954 -3.371 3.959
H -1.511 -3.214 1.454
H -3.200 -2.997 1.753
C 2.010 -4.757 -3.932
C 2.210 -3.253 -4.076
C 1.777 -2.394 -2.938
O 2.811 -1.476 -2.802
C 3.838 -1.863 -3.522
O 4.876 -1.219 -3.523
O 3.577 -2.896 -4.221
H 0.968 -5.045 -4.073
H 2.406 -5.165 -3.002
H 2.503 -5.364 -4.691
H 1.686 -2.939 -4.978
H 1.653 -3.023 -2.056
H 0.820 -1.923 -3.164
C 0.585 -7.553 2.047
C 1.231 -6.450 1.322
C 1.618 -6.903 -0.068
O 1.089 -5.880 -0.898
C 0.479 -4.996 -0.211
O -0.059 -3.985 -0.654
O 0.326 -5.398 1.043
H 1.287 -8.338 2.327
H -0.285 -8.001 1.566
H 0.213 -7.160 2.993
H 2.047 -6.011 1.896
H 1.253 -7.852 -0.463
H 2.699 -6.793 -0.157
C 2.546 -2.894 4.067
C 2.440 -2.644 2.523
C 3.406 -1.599 2.008
O 3.809 -2.058 0.743
C 3.573 -3.382 0.704
O 3.902 -4.148 -0.173
O 2.924 -3.773 1.796
H 2.073 -2.040 4.552
H 3.578 -2.992 4.404
H 2.047 -3.844 4.259
H 1.398 -2.484 2.247
H 4.121 -1.360 2.794
H 2.882 -0.655 1.851
C 7.399 1.962 -0.671
C 5.951 2.180 -0.620
C 5.241 0.968 -0.054
O 4.469 1.438 1.006
C 4.709 2.754 1.184
O 4.324 3.391 2.138
O 5.654 3.197 0.341
H 7.810 1.776 0.321
H 7.843 2.904 -0.989
H 7.730 1.213 -1.390
H 5.523 2.482 -1.576
H 6.048 0.336 0.317
H 4.738 0.437 -0.862
C 1.505 1.869 -5.573
C 2.389 1.645 -4.369
C 3.857 2.026 -4.694
O 4.166 3.064 -3.800
C 3.213 3.141 -2.876
O 3.276 3.858 -1.881
O 2.102 2.519 -3.284
H 0.440 1.836 -5.342
H 1.778 1.379 -6.508
H 1.582 2.908 -5.894
H 2.361 0.634 -3.964
H 3.937 2.295 -5.747
H 4.544 1.183 -4.613
C -1.833 0.961 -3.443
C -2.952 1.613 -2.558
C -3.465 2.992 -2.959
O -4.876 2.803 -2.898
C -5.197 1.562 -2.762
O -6.343 1.124 -2.772
O -4.136 0.810 -2.523
H -0.945 1.589 -3.366
H -2.054 0.688 -4.474
H -1.525 0.016 -2.995
H -2.545 1.648 -1.548
H -3.180 3.318 -3.959
H -3.156 3.783 -2.276
```

***

Computed, not measured: C6H10 in the gas phase, with ωB97M-V with the def2-TZVPD basis set.

The charge is 0. The calculation puts the relative energy (zero: lowest compared OMol25 entry of this formula, charge and spin) at 3.930 eV. As for the frontier orbital gap (spin up / spin down): 7.469 / 7.414 eV.

Geometry as XYZ:
```
16
C6H10, DFT ωB97M-V with the def2-TZVPD basis set
C -2.328 -0.274 0.261
C -0.889 -0.297 -0.238
C -0.035 0.882 0.268
C 1.298 0.876 -0.412
C 2.268 -0.070 -0.262
C 2.077 -1.127 0.676
H -2.369 -0.274 1.356
H -2.865 -1.160 -0.093
H -2.867 0.610 -0.099
H -0.377 -1.205 0.101
H -0.875 -0.313 -1.336
H -0.547 1.832 0.068
H 0.099 0.778 1.352
H 3.129 0.015 -0.929
H 1.464 1.650 -1.164
H 2.818 -1.922 0.452
```

***

Computed, not measured: 4 unconnected molecules or ions with the total composition C19H15Cl4F3 in a non-equilibrium geometry, with ωB97M-V with the def2-TZVPD basis set.

As for the expectation value of S²: 0.75. The charge is -1. As for the frontier orbital gap (spin up / spin down): 3.133 / 9.175 eV. Its spin multiplicity is 2.

Geometry as XYZ:
```
41
C19H15Cl4F3, DFT ωB97M-V with the def2-TZVPD basis set
F 8.576 -30.718 -36.863
C 7.968 -29.505 -36.580
C 6.613 -29.472 -36.536
C 5.903 -28.295 -36.264
C 6.639 -27.139 -35.975
C 8.041 -27.111 -36.154
C 8.762 -28.303 -36.404
H 6.071 -30.380 -36.752
H 4.826 -28.337 -36.326
H 6.155 -26.190 -35.798
H 8.537 -26.156 -36.062
H 9.831 -28.340 -36.551
F 7.919 -21.442 -30.428
C 6.832 -20.908 -29.763
C 5.549 -21.426 -30.084
C 4.476 -20.913 -29.383
C 4.647 -19.943 -28.419
C 5.915 -19.575 -28.006
C 7.026 -20.070 -28.711
H 5.368 -22.071 -30.931
H 3.523 -21.369 -29.604
H 3.789 -19.595 -27.865
H 6.061 -18.893 -27.182
H 8.078 -19.880 -28.556
F 5.596 -23.655 -37.125
C 6.442 -23.779 -38.199
C 6.526 -25.022 -38.797
C 7.280 -25.199 -39.964
C 7.974 -24.131 -40.451
C 7.945 -22.921 -39.774
C 7.087 -22.707 -38.673
H 5.981 -25.837 -38.345
H 7.302 -26.114 -40.537
H 8.600 -24.225 -41.326
H 8.683 -22.209 -40.111
H 6.981 -21.775 -38.137
C 7.121 -23.371 -33.582
Cl 8.438 -23.633 -32.475
Cl 5.878 -24.661 -33.531
Cl 6.285 -21.819 -33.183
Cl 7.839 -23.293 -35.199
```

***

Computed, not measured: 2 unconnected molecules or ions with the total composition H3N2O2P in a non-equilibrium geometry, with ωB97M-V with the def2-TZVPD basis set.

The charge is 0. The calculation puts the relative energy (zero: lowest compared OMol25 entry of this formula, charge and spin) at 4.284 eV. As for the frontier orbital gap: 8.966 eV. The SMILES is [H]/N=P/[H].O=NO.

Geometry as XYZ:
```
8
H3N2O2P, DFT ωB97M-V with the def2-TZVPD basis set
H -0.581 -1.062 -0.840
N -1.058 -0.466 -0.161
P -2.339 0.310 -0.434
H -2.259 0.930 0.802
O 1.892 -0.398 -0.946
N 2.345 0.053 0.052
O 1.457 0.455 0.896
H 0.542 0.178 0.630
```

***

Computed, not measured: a molecular structure, C7H3NO4SbSe4Ti, with ωB97M-V with the def2-TZVPD basis set.

As for the expectation value of S²: 0.76. The charge is -2. As for the frontier orbital gap (spin up / spin down): 6.715 / 6.759 eV. Its spin multiplicity is 2.

Geometry as XYZ:
```
21
C7H3NO4SbSe4Ti, DFT ωB97M-V with the def2-TZVPD basis set
Ti 0.202 0.145 -0.115
Se 3.166 3.565 -1.974
Sb 2.570 2.516 0.105
Se 2.658 -0.018 -0.192
Se -0.001 2.556 0.316
Se 3.528 3.170 2.206
O -7.025 -0.219 -0.038
C -6.243 -1.185 0.048
O -6.470 -2.402 0.173
C -4.739 -0.805 0.002
C -4.338 0.518 -0.117
C -2.992 0.834 -0.158
N -2.037 -0.100 -0.086
C -2.420 -1.382 0.029
C -3.742 -1.775 0.074
C -1.277 -2.367 0.064
O -1.455 -3.561 0.046
O -0.105 -1.769 0.065
H -5.100 1.283 -0.174
H -2.646 1.856 -0.243
H -4.006 -2.818 0.161
```

***

no.,E (eV),M (g mol⁻¹)
1,-142231.2571,764.3
2,-130980.5147,1297.2
3,-6379.9298,82.1
4,-78187.0196,442.1
5,-16408.5906,94.0
6,-308033.4327,650.6